Version P
Formula: C16H48O8
Source: the Open Molecules 2025 dataset
Level of theory: ωB97M-V with the def2-TZVPD basis set

Values from the calculation:
Molar mass: 368.55 g mol⁻¹
Highest occupied orbital energy: -9.74 eV
LUMO energy: 0.23 eV
Gap between HOMO and LUMO: 0.36656 hartree

ORCA input file:
```
! wB97M-V def2-TZVPD RIJCOSX def2/J DEFGRID3
* xyz 0 1
C -0.3118 -4.2402 -4.4648
C -0.8745 -3.1740 -3.5466
O -0.6925 -3.5585 -2.1936
H 0.0321 -5.1246 -3.9337
H 0.5378 -3.8649 -5.0416
H -1.0377 -4.5603 -5.2176
H -1.9267 -2.9428 -3.7528
H -0.3245 -2.2352 -3.7142
H -0.7084 -2.7504 -1.6604
C 0.7578 2.8737 3.6130
C 0.7380 4.3224 4.0082
O 1.3845 4.5697 5.2571
H 1.7697 2.5328 3.3818
H 0.2481 2.7546 2.6454
H 0.2230 2.2210 4.2998
H -0.2809 4.6936 4.1021
H 1.2091 4.9165 3.2146
H 2.3252 4.4128 5.1342
C 2.1365 -0.8304 4.1689
C 2.0833 -0.9893 5.6739
O 0.9329 -0.3865 6.2471
H 1.2905 -1.3385 3.6982
H 3.0538 -1.2748 3.7764
H 2.0666 0.2157 3.8662
H 2.9870 -0.5472 6.1042
H 2.0258 -2.0490 5.9108
H 1.0723 0.5644 6.2804
C -1.7334 0.7748 -3.8748
C -1.7816 1.7014 -2.6727
O -2.3798 1.0716 -1.5176
H -1.2765 1.2916 -4.7235
H -2.7242 0.4524 -4.1934
H -1.0992 -0.0837 -3.6507
H -2.2947 2.6488 -2.8666
H -0.7659 2.0178 -2.4258
H -3.3197 1.2733 -1.5594
C 0.2661 4.4247 -0.5173
C 0.1960 4.8594 -1.9564
O 1.2288 5.8317 -2.2326
H 1.2624 4.0431 -0.3070
H -0.3788 3.5398 -0.3856
H -0.1336 5.1712 0.1625
H -0.7370 5.3231 -2.2810
H 0.3545 4.0032 -2.6229
H 1.8004 5.4973 -2.9273
C -3.6858 -2.9365 -0.2220
C -4.3208 -1.5673 -0.4236
O -3.9934 -0.6551 0.6040
H -3.9812 -3.3296 0.7629
H -2.5985 -2.9063 -0.1265
H -4.0106 -3.6460 -0.9791
H -5.3991 -1.7309 -0.4900
H -3.9716 -1.1980 -1.3973
H -3.3826 0.0016 0.2613
C 3.6015 -2.3034 -0.3324
C 2.9584 -3.2301 -1.3311
O 3.0034 -4.5545 -0.7673
H 4.5691 -2.6932 -0.0121
H 2.9406 -2.1652 0.5213
H 3.8271 -1.3285 -0.7727
H 3.4745 -3.2175 -2.2951
H 1.8998 -2.9886 -1.4637
H 2.3682 -5.0958 -1.2462
C 0.3113 0.4417 0.6504
C -0.1636 -0.9471 0.3059
O -0.5431 -1.0375 -1.0719
H 0.8654 0.3628 1.5925
H -0.4829 1.1778 0.7753
H 1.0124 0.8012 -0.1032
H -0.9460 -1.3065 0.9837
H 0.6656 -1.6404 0.4676
H -1.2191 -0.3592 -1.1960
*
```

***

Version Q
Formula: C16H48O8
Source: the Open Molecules 2025 dataset
Level of theory: ωB97M-V with the def2-TZVPD basis set

Values from the calculation:
Molar mass: 368.55 g mol⁻¹
Highest occupied orbital energy: -10.06 eV
LUMO energy: 0.33 eV
Gap between HOMO and LUMO: 0.38191 hartree

ORCA input file:
```
! wB97M-V def2-TZVPD RIJCOSX def2/J DEFGRID3
* xyz 0 1
C 4.4580 -2.4275 -4.8166
C 3.6359 -1.5494 -5.7431
O 2.4844 -2.2357 -6.1604
H 5.4323 -2.0101 -4.5626
H 4.5358 -3.4512 -5.1829
H 3.8709 -2.4360 -3.8983
H 4.1876 -1.2652 -6.6392
H 3.4130 -0.5987 -5.2588
H 1.8185 -1.5604 -6.3090
C -2.2789 4.0630 0.0142
C -3.1646 4.7692 0.9907
O -3.2241 6.1066 0.5551
H -1.2373 4.3572 0.1427
H -2.5902 4.2448 -1.0145
H -2.3882 2.9917 0.1827
H -2.6970 4.7232 1.9742
H -4.1401 4.2920 0.8970
H -2.5417 6.6020 1.0140
C 0.3537 -0.1582 -2.0510
C -0.4925 -0.9595 -1.0056
O -0.0627 -0.6430 0.3105
H -0.0819 -0.1582 -3.0502
H 1.3680 -0.5559 -2.0850
H 0.4233 0.8949 -1.7787
H -0.3846 -2.0368 -1.1313
H -1.5543 -0.7385 -1.1137
H 0.8466 -0.9373 0.4012
C -3.3327 -0.0090 5.7004
C -2.6938 0.7815 4.5551
O -3.3129 0.3346 3.3662
H -2.9918 -1.0409 5.6162
H -4.4226 -0.0103 5.7153
H -2.9599 0.4227 6.6293
H -1.6337 0.5490 4.4537
H -2.8186 1.8461 4.7529
H -2.6152 0.2459 2.7128
C 2.3506 3.7623 4.3513
C 1.6382 3.6698 3.0271
O 2.1546 4.6557 2.1020
H 2.1656 2.8344 4.8924
H 2.1092 4.6396 4.9516
H 3.4337 3.7313 4.2332
H 0.5572 3.7337 3.1512
H 1.8446 2.6665 2.6545
H 1.6439 5.4368 2.3273
C 3.5272 -3.9411 1.3595
C 4.3063 -2.8680 2.1238
O 3.5912 -1.6850 2.0770
H 2.5452 -4.0762 1.8129
H 4.1237 -4.8456 1.2404
H 3.4522 -3.5675 0.3383
H 5.3067 -2.6574 1.7456
H 4.4691 -3.1030 3.1756
H 4.0963 -1.0761 2.6207
C -2.0190 -4.8701 3.3947
C -3.0876 -5.3546 2.3777
O -3.5787 -6.5836 2.8333
H -1.1740 -5.5582 3.3721
H -2.4160 -4.8159 4.4083
H -1.7394 -3.8304 3.2244
H -2.6393 -5.6194 1.4201
H -3.8257 -4.5832 2.1582
H -2.9082 -7.2573 2.6983
C -2.0393 2.5732 -6.4368
C -0.8390 2.1204 -7.2822
O -0.6713 0.7637 -7.1932
H -2.1880 3.6504 -6.3623
H -1.9857 2.1447 -5.4360
H -2.9297 2.0973 -6.8477
H 0.0571 2.6274 -6.9244
H -1.0465 2.3985 -8.3155
H -1.4938 0.3446 -7.4566
*
```

***

Result of the stability comparison: version Q is the least stable of them.

***

Version P
Formula: C4H11NPS
Source: the Open Molecules 2025 dataset
Level of theory: ωB97M-V with the def2-TZVPD basis set

Values from the calculation:
Molar mass: 136.18 g mol⁻¹
Highest occupied orbital energy: -12.46 eV
LUMO energy: -3.63 eV
Gap between HOMO and LUMO: 0.32431 hartree

ORCA input file:
```
! wB97M-V def2-TZVPD RIJCOSX def2/J DEFGRID3
* xyz 1 1
C -0.8095 -1.6568 0.0278
C -1.5142 0.8969 -0.4322
C 0.3150 -0.6649 -0.2144
C -0.1793 0.7089 0.2581
N 1.5736 -1.0180 0.5188
P 1.1442 2.0176 -0.0636
S -2.3696 -0.7239 -0.2879
H -0.7863 -2.5178 -0.6364
H -0.8341 -1.9967 1.0645
H -2.1407 1.6497 0.0390
H -1.4003 1.1302 -1.4917
H 0.5557 -0.6195 -1.2823
H -0.3432 0.6663 1.3429
H 1.3658 -1.2103 1.5078
H 2.1960 -0.1876 0.4672
H 2.0446 -1.8359 0.1154
H 0.4115 3.0801 0.4451
H 0.7709 2.2817 -1.3783
*
```

***

Version Q
Formula: C4H11NPS
Source: the Open Molecules 2025 dataset
Level of theory: ωB97M-V with the def2-TZVPD basis set

Values from the calculation:
Molar mass: 136.18 g mol⁻¹
Highest occupied orbital energy: -12.74 eV
LUMO energy: -5.35 eV
Gap between HOMO and LUMO: 0.27158 hartree

ORCA input file:
```
! wB97M-V def2-TZVPD RIJCOSX def2/J DEFGRID3
* xyz 1 1
C -1.3719 -1.3235 -0.4903
C -0.0801 1.4955 0.2534
C 1.3731 -0.2907 0.8745
C -0.1900 -0.5877 -1.1959
N 0.6375 0.2959 -0.2644
P 1.0560 -1.8159 -1.8963
S 0.3711 -2.5095 -3.5850
H -1.0707 -2.2214 0.0235
H -1.6314 -0.6430 0.2369
H -2.3350 -1.5303 -1.0760
H -1.0583 1.3835 -0.2764
H -0.2760 1.4328 1.2505
H 0.5140 2.4466 0.0480
H 0.9035 -1.2126 1.3353
H 2.2447 -0.7218 0.4966
H 1.6775 0.5030 1.5385
H -0.5323 0.0507 -2.0085
H 1.3768 0.7173 -0.9334
*
```

***

Version R
Formula: C4H11NPS
Source: the Open Molecules 2025 dataset
Level of theory: ωB97M-V with the def2-TZVPD basis set

Values from the calculation:
Molar mass: 136.18 g mol⁻¹
Highest occupied orbital energy: -12.47 eV
LUMO energy: -3.69 eV
Gap between HOMO and LUMO: 0.32239 hartree

ORCA input file:
```
! wB97M-V def2-TZVPD RIJCOSX def2/J DEFGRID3
* xyz 1 1
C -1.5771 -0.8702 0.2648
C -0.6273 1.6836 -0.0351
C -0.1834 -0.8173 -0.2176
C 0.3718 0.5902 0.3040
N 0.8124 -1.8122 0.3015
P 1.9418 1.1188 -0.5455
S -2.3524 0.7942 -0.1340
H -2.2781 -1.5935 -0.1090
H -1.5449 -0.8269 1.3674
H -0.7915 2.4035 0.8208
H -0.4459 2.3894 -0.9858
H -0.0275 -0.8172 -1.3724
H 0.4865 0.4700 1.3301
H 1.5238 -1.3256 0.7285
H 1.1264 -2.5232 -0.3280
H 0.3399 -2.3899 0.9691
H 1.8839 2.5416 -0.4798
H 1.3416 0.9847 -1.8789
*
```

***

Result of the stability comparison: version R is the least stable of them.

***

Version P
Formula: Cl3HOSi
Source: the Open Molecules 2025 dataset
Level of theory: ωB97M-V with the def2-TZVPD basis set

Values from the calculation:
Molar mass: 151.45 g mol⁻¹
Highest occupied orbital energy: -9.80 eV
LUMO energy: -1.00 eV
Gap between HOMO and LUMO: 0.32360 hartree

ORCA input file:
```
! wB97M-V def2-TZVPD RIJCOSX def2/J DEFGRID3
* xyz 0 1
O 1.3539 -0.1707 0.2899
Si -0.1961 -0.4078 0.1772
Cl -0.6351 -1.6830 -1.4896
Cl -0.8435 2.3588 -0.3012
Cl -1.4832 -0.4859 1.6382
H 1.8040 0.3887 -0.3145
*
```

***

Version Q
Formula: Cl3HOSi
Source: the Open Molecules 2025 dataset
Level of theory: ωB97M-V with the def2-TZVPD basis set

Values from the calculation:
Molar mass: 151.45 g mol⁻¹
Highest occupied orbital energy: -10.69 eV
LUMO energy: -0.69 eV
Gap between HOMO and LUMO: 0.36751 hartree

ORCA input file:
```
! wB97M-V def2-TZVPD RIJCOSX def2/J DEFGRID3
* xyz 0 1
O -0.2908 -0.6498 0.1026
Si -1.8546 -0.2341 0.1250
Cl -3.0973 -1.3391 -1.0206
Cl -2.4439 2.0322 -1.0331
Cl -2.3136 -0.1817 2.0754
H 0.3020 0.0197 0.0540
*
```

***

Result of the stability comparison: version P is the least stable of them.

***

Version P
Formula: C7H9NO
Source: the Open Molecules 2025 dataset
Level of theory: ωB97M-V with the def2-TZVPD basis set

Values from the calculation:
Molar mass: 123.15 g mol⁻¹
Highest occupied orbital energy: -8.50 eV
LUMO energy: 0.93 eV
Gap between HOMO and LUMO: 0.34666 hartree

ORCA input file:
```
! wB97M-V def2-TZVPD RIJCOSX def2/J DEFGRID3
* xyz 0 1
O 0.6186 2.0149 -2.0904
C -1.4347 -1.1107 0.7937
C -0.5478 1.4990 -2.5970
C 0.8585 1.3654 -0.8936
C -1.0581 0.5332 -1.7292
C -0.1535 0.4896 -0.6134
C -0.3001 -0.3602 0.6084
N 1.7543 -1.2470 1.6433
C 0.6741 -0.2779 1.7502
H -1.5853 -1.6806 1.6943
H -2.2003 -1.2132 0.0369
H -1.0371 1.7809 -3.5348
H 1.7256 1.4831 -0.2669
H -1.9942 -0.0345 -1.9188
H 1.4151 -2.1723 1.9144
H 2.0735 -1.3326 0.6722
H 0.1162 -0.4848 2.6835
H 1.0752 0.7477 1.8474
*
```

***

Version Q
Formula: C7H9NO
Source: the Open Molecules 2025 dataset
Level of theory: ωB97M-V with the def2-TZVPD basis set

Values from the calculation:
Molar mass: 123.15 g mol⁻¹
Highest occupied orbital energy: -9.22 eV
LUMO energy: 0.89 eV
Gap between HOMO and LUMO: 0.37129 hartree

ORCA input file:
```
! wB97M-V def2-TZVPD RIJCOSX def2/J DEFGRID3
* xyz 0 1
C -2.5399 0.5906 -0.5566
C -1.3340 -0.9311 0.7453
C 0.1003 -0.5607 0.3833
C 0.5385 0.7853 0.5012
C 1.8411 1.1423 0.1299
C 2.6532 0.1323 -0.3234
C 2.2040 -1.2006 -0.4127
H -3.3131 0.7181 -1.2992
H -2.8630 1.2893 0.1745
H -1.8080 1.0002 -1.0839
H -1.2983 -2.0878 0.8078
H -1.5919 -0.4147 1.4714
H -0.3741 1.3964 0.8169
H 2.2627 2.1916 0.3678
H 3.7889 0.2053 -0.5981
H 3.0627 -2.0299 -0.7635
N 0.9123 -1.4581 0.0008
O -2.2414 -0.7684 -0.3615
*
```

***

Result of the stability comparison: version Q is the least stable of them.